[1]
ORCA calculation (wB97M-V/def2-TZVPD) on C4H6O2S in the gas phase at a distorted geometry.

Last column: Mulliken charge in e.
Geometry (Å):
C: 1.81512 -1.19919 -0.82845  -0.555
C: 1.50842 -1.06341 0.41616  -0.032
O: 0.36641 -0.36290 0.97611  -0.264
C: -0.49090 0.09125 0.10763  0.351
S: -1.92436 -0.66293 -0.10476  -0.288
O: -0.20576 1.27174 -0.55458  -0.256
C: 0.62970 2.13345 0.11057  -0.688
H: 2.74076 -1.75202 -1.12161  0.252
H: 1.21570 -0.71688 -1.58896  0.308
H: 2.06865 -1.40476 1.35932  0.307
H: 1.71650 2.43644 -0.37536  0.227
H: 0.13528 3.10890 0.03637  0.290
H: 0.85355 1.89183 1.15861  0.349

- SMILES string = C=COC(=S)OC
- energy above the lowest of the compared OMol25 structures with the same formula, charge and spin (kJ/mol) = 244.4
- lowest unoccupied orbital energy (eV) = 0.370
- highest occupied orbital energy (eV) = -8.805
- charge = 0
- strongest force on any atom (eV/A) = 4.89

***

[2]
ORCA calculation (wB97M-V/def2-TZVPD) on C4H6O2S2 in the gas phase at a distorted geometry.

Last column: Mulliken charge in e.
Geometry (Å):
C: 2.65272 -0.17219 -0.40746  0.022
C: 1.50738 0.66268 -0.33211  -0.475
C: -0.66143 -0.60763 -0.25201  -0.879
C: 0.29284 0.39423 0.55205  -0.537
O: 4.28183 -1.92565 0.32340  -0.504
O: 3.75832 2.43376 -0.31042  -0.508
S: 2.87852 -1.78391 -0.12290  0.368
S: 3.23117 1.33052 0.47642  0.418
H: 1.25930 1.46072 -0.88958  0.581
H: -1.61976 -0.63499 0.40728  0.284
H: -0.15517 -1.59218 -0.42987  0.285
H: -1.00639 -0.20997 -1.29679  0.277
H: 0.69454 -0.06465 1.49883  0.297
H: -0.32364 1.21553 0.69585  0.372

- energy above the lowest of the compared OMol25 structures with the same formula, charge and spin (kJ/mol) = 490.5
- lowest unoccupied orbital energy (alpha / beta) (eV) = -1.351 / -1.352
- highest occupied orbital energy (alpha / beta) (eV) = -9.080 / -9.080
- charge = 0
- strongest force on any atom (eV/A) = 4.09

***

[3]
ORCA calculation (wB97M-V/def2-TZVPD) on a molecular structure, C4H6O2Sr at a distorted geometry.

Last column: Mulliken charge in e.
Geometry (Å):
C: -0.87888 -0.44985 -0.13604  -0.316
C: 0.49750 -0.38244 -0.73929  -0.397
H: 0.78730 -1.36142 -1.14129  0.335
H: 0.63767 0.55696 -1.36286  0.288
O: -2.94849 0.66138 0.31735  -0.472
C: -1.69038 0.62273 -0.12773  -0.150
H: -1.22542 -1.40583 0.26270  0.339
H: -3.53037 0.09756 -0.20809  0.351
H: -1.36151 1.59599 -0.50085  0.278
C: 1.39090 0.01850 0.36326  -0.067
O: 2.56526 -0.37972 0.45705  -0.637
Sr: 4.72987 -0.35550 1.74339  2.037
H: 1.02654 0.78165 1.07242  0.411

- energy above the lowest of the compared OMol25 structures with the same formula, charge and spin (kJ/mol) = 0.0
- lowest unoccupied orbital energy (eV) = -9.805
- highest occupied orbital energy (eV) = -14.964
- charge = +2
- strongest force on any atom (eV/A) = 1.53

***

[4]
ORCA calculation (wB97M-V/def2-TZVPD) on a molecular structure, C4H6O3Rb at a distorted geometry.

Last column: Mulliken charge in e.
Geometry (Å):
O: -1.97400 -1.52891 0.40593  -0.451
C: -1.64919 -0.41063 0.65412  0.676
C: -2.45932 0.73536 1.14911  -0.881
H: -3.49735 0.41810 1.28179  0.324
H: -2.03446 1.12940 2.08237  0.328
H: -2.46525 1.53201 0.38592  0.279
O: -0.22160 -0.14099 0.76514  -0.066
Rb: 0.65831 0.62095 -2.17977  1.013
C: 0.29066 -0.54434 1.95278  -0.314
O: 1.57290 -0.60233 1.90751  -0.104
C: 2.40156 -0.41809 0.74061  -0.453
H: 2.37492 0.63413 0.42563  0.195
H: 3.41777 -0.66306 1.05800  0.246
H: 2.09850 -1.12689 -0.04065  0.208

- energy above the lowest of the compared OMol25 structures with the same formula, charge and spin (kJ/mol) = 336.1
- lowest unoccupied orbital energy (eV) = -4.282
- highest occupied orbital energy (eV) = -12.594
- charge = +1
- strongest force on any atom (eV/A) = 2.31